Model A:
Molecular formula: C5H14N3
Method: DFT, the ωB97M-V functional and the def2-TZVPD basis

Computed properties:
SMILES: C[C@@H](N)CC/[NH+]=C/N
Molar mass in g/mol: 116.2
HOMO energy in eV: -13.20
Orbital gap in eV: 9.91
Net charge: +1
Multiplicity: 1

Element x y z (Å)
C1 -2.729 0.977 -0.382
C2 -1.202 0.914 -0.257
C3 -0.693 -0.309 -1.023
C4 0.855 -0.242 -1.236
N1 2.704 -1.405 1.695
C5 2.295 -1.232 0.437
N2 1.598 -0.224 0.022
N3 -0.763 0.815 1.149
H1 -3.201 1.511 0.442
H2 -3.035 1.527 -1.274
H3 -3.209 0.019 -0.404
H4 -0.852 1.848 -0.699
H5 -1.017 -0.243 -2.061
H6 -0.784 -1.263 -0.515
H7 1.212 -0.963 -1.942
H8 1.121 0.668 -1.752
H9 2.712 -0.608 2.264
H10 3.517 -1.980 1.869
H11 2.322 -2.097 -0.213
H12 1.286 0.501 0.663
H13 -0.861 1.705 1.616
H14 -1.276 0.081 1.602

---

Model B:
Molecular formula: C5H14N3
Method: DFT, the ωB97M-V functional and the def2-TZVPD basis

Computed properties:
Molar mass in g/mol: 116.2
HOMO energy in eV: -13.08
Orbital gap in eV: 10.35
Net charge: +1
Multiplicity: 1

Element x y z (Å)
C1 2.011 2.202 2.045
C2 1.496 2.045 0.651
C3 1.078 3.002 -0.143
N1 1.427 0.652 0.162
H1 2.488 3.173 2.174
H2 1.217 2.117 2.785
H3 2.788 1.474 2.289
H4 0.685 2.815 -1.134
H5 1.107 4.034 0.185
H6 1.908 0.029 0.812
H7 1.909 0.553 -0.729
H8 0.368 0.275 -0.018
C4 -2.210 -3.580 -1.273
N2 -1.419 -2.507 -0.692
C5 -1.770 -1.230 -0.722
N3 -1.014 -0.256 -0.317
H9 -2.082 -4.483 -0.695
H10 -3.264 -3.331 -1.257
H11 -1.901 -3.818 -2.288
H12 -0.496 -2.724 -0.348
H13 -2.750 -1.043 -1.156
H14 -1.575 0.599 -0.329

---

Model C:
Molecular formula: C5H14N3
Method: DFT, the ωB97M-V functional and the def2-TZVPD basis

Computed properties:
Molar mass in g/mol: 116.2
HOMO energy in eV: -12.90
Orbital gap in eV: 9.87
Net charge: +1
Multiplicity: 1

Element x y z (Å)
C1 0.975 -0.217 -2.239
C2 1.538 1.087 -1.817
C3 0.754 0.105 2.720
C4 -2.746 -0.143 1.445
C5 -1.526 0.159 2.235
N1 0.489 -1.042 -1.346
N2 1.000 -0.540 -3.514
N3 -0.369 -0.177 1.869
H1 2.555 0.943 -1.453
H2 0.959 1.524 -1.007
H3 1.573 1.790 -2.644
H4 0.514 0.792 3.539
H5 1.106 -0.835 3.147
H6 1.558 0.525 2.115
H7 -2.537 -0.809 0.614
H8 -3.173 0.785 1.066
H9 -3.487 -0.597 2.099
H10 -1.704 0.702 3.171
H11 0.073 -1.925 -1.599
H12 1.397 0.080 -4.203
H13 0.641 -1.427 -3.838
H14 0.411 -0.780 -0.360

---

Which structure is the most stable? The one labeled model C.

---

Model A:
Molecular formula: C4H4O2
Method: DFT, the ωB97M-V functional and the def2-TZVPD basis

Computed properties:
Molar mass in g/mol: 84.1
HOMO energy in eV: -9.52
Orbital gap in eV: 10.11
Net charge: 0
Multiplicity: 1

Element x y z (Å)
O1 -0.340 0.346 1.670
C1 1.000 -0.429 -0.167
O2 -0.065 -1.212 -0.527
C2 -1.163 -0.263 -0.479
C3 -0.364 0.616 0.482
C4 0.897 0.944 -0.227
H1 1.791 -0.924 0.383
H2 -1.360 0.139 -1.478
H3 -2.039 -0.700 -0.006
H4 1.643 1.483 0.348

---

Model B:
Molecular formula: C4H4O2
Method: DFT, the ωB97M-V functional and the def2-TZVPD basis

Computed properties:
Molar mass in g/mol: 84.1
HOMO energy in eV: -10.13
Orbital gap in eV: 10.23
Net charge: 0
Multiplicity: 1

Element x y z (Å)
O1 -2.648 -1.178 -0.437
C1 -2.236 -0.684 0.499
O2 0.616 -1.616 0.611
C2 0.711 -0.477 1.007
C3 0.578 0.647 -1.154
C4 0.440 0.719 0.167
H1 1.049 -0.263 2.041
H2 0.470 1.512 -1.801
H3 0.832 -0.304 -1.614
H4 0.188 1.644 0.679

---

Model C:
Molecular formula: C4H4O2
Method: DFT, the ωB97M-V functional and the def2-TZVPD basis

Computed properties:
SMILES: C#C[C@@H](O)C=O
Molar mass in g/mol: 84.1
HOMO energy in eV: -10.28
Orbital gap in eV: 10.95
Net charge: 0
Multiplicity: 1

Element x y z (Å)
O1 -0.509 1.644 0.167
C1 -0.175 0.317 0.427
C2 -1.222 -0.619 -0.170
O2 -2.219 -0.174 -0.684
C3 1.173 -0.059 -0.030
C4 2.289 -0.418 -0.299
H1 -1.369 1.611 -0.290
H2 -0.185 0.112 1.513
H3 -1.034 -1.703 -0.078
H4 3.279 -0.734 -0.547

---

Model D:
Molecular formula: C4H4O2
Method: DFT, the ωB97M-V functional and the def2-TZVPD basis

Computed properties:
Molar mass in g/mol: 84.1
HOMO energy in eV: -8.90
Orbital gap in eV: 9.30
Net charge: 0
Multiplicity: 1

Element x y z (Å)
O1 -2.393 0.002 0.144
C1 -1.378 -0.606 0.179
O2 -0.160 0.059 0.349
C2 0.286 1.996 -0.061
C3 0.931 -0.684 0.270
C4 1.907 -1.374 0.186
H1 -1.224 -1.691 0.095
H2 -0.504 1.999 -0.844
H3 -0.283 2.314 0.841
H4 2.795 -1.958 0.105

---

Which structure is the most stable? The one labeled model B.

---

Model A:
Molecular formula: C4H4O2
Method: DFT, the ωB97M-V functional and the def2-TZVPD basis

Computed properties:
Molar mass in g/mol: 84.1
HOMO energy (alpha / beta) in eV: -8.71 / -8.58
Orbital gap (alpha / beta) in eV: 7.77 / 8.02
Net charge: 0
Multiplicity: 1

Element x y z (Å)
O1 -1.956 -0.729 -0.141
C1 -1.285 0.477 -0.357
C2 0.151 0.374 -0.779
O2 0.583 -0.926 -0.720
C3 1.461 -0.148 0.049
C4 2.320 -0.029 0.911
H1 -1.288 -1.409 0.031
H2 -1.272 1.124 0.539
H3 -1.811 1.047 -1.134
H4 3.097 0.219 1.601

---

Model B:
Molecular formula: C4H4O2
Method: DFT, the ωB97M-V functional and the def2-TZVPD basis

Computed properties:
SMILES: O=C1C[C@H]2O[C@@H]12
Molar mass in g/mol: 84.1
HOMO energy in eV: -9.74
Orbital gap in eV: 10.71
Net charge: 0
Multiplicity: 1

Element x y z (Å)
O1 0.510 0.708 -2.147
C1 0.269 0.316 -1.044
C2 0.248 0.970 0.366
C3 -0.199 -0.405 0.876
O2 -1.378 -0.704 0.134
C4 -0.115 -1.037 -0.449
H1 -0.468 1.768 0.565
H2 1.264 1.305 0.612
H3 -0.194 -0.863 1.855
H4 0.063 -2.057 -0.768

---

Which structure is the most stable? The one labeled model B.

---

Model A:
Molecular formula: C2H3IOS
Method: DFT, the ωB97M-V functional and the def2-TZVPD basis

Computed properties:
Molar mass in g/mol: 202.0
HOMO energy in eV: -8.56
Orbital gap in eV: 8.30
Net charge: 0
Multiplicity: 1

Element x y z (Å)
C1 -0.828 -0.186 2.044
C2 0.261 -0.718 -0.756
O1 -0.232 0.711 2.325
S1 0.218 0.858 -1.508
I1 -0.338 2.624 -0.070
H1 -0.619 -1.131 -0.499
H2 0.971 -0.785 0.139
H3 0.567 -1.372 -1.675

---

Model B:
Molecular formula: C2H3IOS
Method: DFT, the ωB97M-V functional and the def2-TZVPD basis

Computed properties:
Molar mass in g/mol: 202.0
HOMO energy (alpha / beta) in eV: -8.76 / -8.69
Orbital gap (alpha / beta) in eV: 7.06 / 6.98
Net charge: 0
Multiplicity: 1

Element x y z (Å)
C1 0.236 -1.510 -0.269
C2 -0.153 1.275 0.078
O1 0.320 -1.053 -1.321
S1 0.360 0.317 1.556
I1 -0.115 -3.444 0.350
H1 -1.001 0.686 -0.232
H2 0.571 1.490 -0.619
H3 -0.219 2.240 0.457

---

Which structure is the most stable? The one labeled model A.

---

Model A:
Molecular formula: C2H9O2
Method: DFT, the ωB97M-V functional and the def2-TZVPD basis

Computed properties:
Molar mass in g/mol: 65.1
HOMO energy in eV: -17.34
Orbital gap in eV: 13.85
Net charge: +1
Multiplicity: 1

Element x y z (Å)
O1 1.882 -0.748 -1.507
H1 0.753 -0.710 -0.370
H2 2.512 -1.478 -1.580
H3 1.806 -0.332 -2.374
C1 -0.991 -0.268 0.865
O2 0.538 -0.640 0.629
C2 -1.207 1.168 0.436
H4 -1.500 -0.999 0.241
H5 -1.019 -0.682 1.870
H6 0.997 0.142 0.844
H7 -0.248 1.675 0.489
H8 -1.605 1.164 -0.571
H9 -1.919 1.711 1.029

---

Model B:
Molecular formula: C2H9O2
Method: DFT, the ωB97M-V functional and the def2-TZVPD basis

Computed properties:
Molar mass in g/mol: 65.1
HOMO energy in eV: -17.20
Orbital gap in eV: 13.32
Net charge: +1
Multiplicity: 1

Element x y z (Å)
O1 -1.883 0.531 -1.454
H1 -0.924 -0.683 -0.989
H2 -1.499 1.306 -0.908
H3 -2.143 0.851 -2.374
C1 1.134 -0.212 0.144
O2 -0.197 -1.151 -0.321
C2 0.715 0.374 1.570
H4 1.829 -1.035 0.041
H5 1.198 0.453 -0.770
H6 0.071 -1.943 -0.748
H7 0.763 -0.372 2.373
H8 1.257 1.235 1.945
H9 -0.317 0.648 1.490

---

Which structure is the most stable? The one labeled model A.

---

Model A:
Molecular formula: C37H34ClF3N2O4PS2SbV
Method: DFT, the ωB97M-V functional and the def2-TZVPD basis

Computed properties:
Molar mass in g/mol: 930.9
HOMO energy (alpha / beta) in eV: -6.91 / -6.27
Orbital gap (alpha / beta) in eV: 6.04 / 5.32
Net charge: 0
<S²>: 0.83
Multiplicity: 2

Element x y z (Å)
V1 1.002 0.724 1.187
Cl1 -5.556 -2.998 4.002
C1 -4.005 -2.276 3.729
C2 -2.970 -3.057 3.237
C3 -1.742 -2.468 2.989
C4 -1.557 -1.109 3.234
C5 -2.606 -0.346 3.743
C6 -3.835 -0.926 3.994
C7 -0.303 -0.422 2.818
O1 -0.228 0.835 2.907
O2 0.587 -1.061 2.199
H1 -3.132 -4.109 3.044
H2 -0.921 -3.048 2.594
H3 -2.446 0.708 3.922
H4 -4.662 -0.342 4.375
C8 5.441 0.054 -2.269
C9 5.777 1.243 -1.388
C10 7.138 1.117 -0.729
O3 4.776 1.529 -0.365
P1 3.901 0.527 0.498
S1 3.138 1.585 1.996
S2 2.414 -0.325 -0.558
O4 5.015 -0.528 0.946
C11 4.929 -1.811 1.645
C12 4.652 -2.935 0.661
C13 3.966 -1.823 2.817
H5 6.196 -0.023 -3.053
H6 4.467 0.172 -2.736
H7 5.446 -0.874 -1.699
H8 5.753 2.149 -1.997
H9 7.176 0.225 -0.106
H10 7.338 1.989 -0.108
H11 7.914 1.047 -1.491
H12 5.949 -1.917 2.022
H13 3.642 -2.867 0.265
H14 4.764 -3.891 1.175
H15 5.362 -2.909 -0.167
H16 2.936 -1.774 2.479
H17 4.157 -0.985 3.484
H18 4.098 -2.751 3.375
F1 -7.627 0.152 1.817
C14 -6.378 0.119 1.328
C15 -5.664 1.300 1.245
C16 -4.370 1.251 0.753
C17 -3.804 0.054 0.329
C18 -4.550 -1.113 0.436
C19 -5.843 -1.093 0.935
Sb1 -1.737 0.009 -0.189
C20 -1.590 -1.951 -0.998
C21 -2.411 -2.397 -2.030
C22 -2.251 -3.665 -2.562
C23 -1.247 -4.468 -2.050
F2 -1.083 -5.700 -2.561
C24 -0.404 -4.050 -1.041
C25 -0.583 -2.778 -0.518
C26 -1.743 1.069 -2.046
C27 -0.754 0.746 -2.973
C28 -0.624 1.465 -4.151
C29 -1.493 2.515 -4.381
F3 -1.364 3.225 -5.516
C30 -2.486 2.863 -3.485
C31 -2.601 2.128 -2.315
H19 -6.118 2.226 1.569
H20 -3.796 2.171 0.714
H21 -4.119 -2.062 0.143
H22 -6.429 -1.996 1.033
H23 -3.189 -1.753 -2.425
H24 -2.882 -4.035 -3.358
H25 0.375 -4.707 -0.681
H26 0.074 -2.431 0.270
H27 -0.071 -0.075 -2.782
H28 0.135 1.224 -4.883
H29 -3.148 3.688 -3.708
H30 -3.388 2.386 -1.618
N1 -1.283 6.902 -2.140
C32 -0.851 5.985 -1.601
C33 -0.341 4.828 -0.952
C34 0.629 4.041 -1.558
C35 1.048 2.891 -0.907
N2 0.570 2.505 0.263
C36 -0.337 3.276 0.855
C37 -0.825 4.439 0.296
H31 1.042 4.304 -2.520
H32 1.793 2.236 -1.339
H33 -0.687 2.923 1.818
H34 -1.568 5.026 0.816

---

Model B:
Molecular formula: C37H34ClF3N2O4PS2SbV
Method: DFT, the ωB97M-V functional and the def2-TZVPD basis

Computed properties:
Molar mass in g/mol: 930.9
HOMO energy (alpha / beta) in eV: -7.56 / -6.74
Orbital gap (alpha / beta) in eV: 6.85 / 5.99
Net charge: 0
<S²>: 0.77
Multiplicity: 2

Element x y z (Å)
V1 0.633 0.024 -0.409
Cl1 -6.804 0.595 -4.186
C1 -5.403 -0.015 -3.356
C2 -5.434 -1.292 -2.817
C3 -4.316 -1.767 -2.150
C4 -3.183 -0.975 -2.020
C5 -3.170 0.301 -2.575
C6 -4.280 0.789 -3.247
C7 -2.000 -1.486 -1.246
O1 -1.981 -2.626 -0.806
O2 -1.082 -0.592 -1.040
H1 -6.324 -1.897 -2.919
H2 -4.306 -2.759 -1.718
H3 -2.281 0.910 -2.481
H4 -4.277 1.779 -3.682
C8 5.250 -2.573 -1.594
C9 4.640 -2.182 -2.924
C10 5.641 -1.592 -3.896
O3 3.507 -1.275 -2.779
P1 3.331 -0.058 -1.797
S1 1.739 0.982 -2.393
S2 2.906 -0.634 0.111
O4 4.724 0.689 -1.947
C11 5.271 1.760 -1.124
C12 6.060 1.156 0.020
C13 4.228 2.759 -0.664
H5 6.020 -3.325 -1.774
H6 4.502 -2.993 -0.924
H7 5.721 -1.718 -1.105
H8 4.175 -3.059 -3.373
H9 6.152 -0.736 -3.458
H10 5.139 -1.276 -4.810
H11 6.384 -2.349 -4.154
H12 5.951 2.256 -1.816
H13 5.397 0.682 0.743
H14 6.627 1.940 0.526
H15 6.767 0.414 -0.354
H16 3.518 2.304 0.029
H17 3.679 3.172 -1.510
H18 4.737 3.573 -0.145
F1 -3.620 6.402 -4.472
C14 -3.038 5.653 -3.517
C15 -1.675 5.442 -3.578
C16 -1.083 4.664 -2.593
C17 -1.839 4.123 -1.554
C18 -3.215 4.348 -1.535
C19 -3.825 5.116 -2.519
Sb1 -0.911 2.834 -0.133
C20 0.288 4.205 0.987
C21 1.327 4.863 0.329
C22 2.215 5.676 1.018
C23 2.059 5.810 2.384
F2 2.920 6.591 3.063
C24 1.056 5.164 3.076
C25 0.169 4.361 2.367
C26 -2.533 2.571 1.209
C27 -3.027 1.274 1.351
C28 -4.095 1.005 2.198
C29 -4.655 2.056 2.897
F3 -5.686 1.809 3.724
C30 -4.202 3.357 2.774
C31 -3.138 3.608 1.920
H19 -1.100 5.870 -4.389
H20 -0.017 4.473 -2.658
H21 -3.829 3.922 -0.752
H22 -4.892 5.296 -2.518
H23 1.466 4.738 -0.740
H24 3.020 6.196 0.515
H25 0.972 5.295 4.147
H26 -0.622 3.853 2.910
H27 -2.589 0.463 0.777
H28 -4.496 0.007 2.312
H29 -4.683 4.146 3.335
H30 -2.783 4.627 1.809
N1 -0.935 -0.859 6.774
C32 -0.708 -0.690 5.660
C33 -0.422 -0.477 4.266
C34 -0.909 -1.351 3.300
C35 -0.598 -1.125 1.974
N2 0.146 -0.076 1.574
C36 0.583 0.778 2.507
C37 0.347 0.606 3.857
H31 -1.509 -2.207 3.574
H32 -0.943 -1.797 1.193
H33 1.163 1.621 2.150
H34 0.745 1.313 4.571

---

Which structure is the most stable? The one labeled model A.

---

Model A:
Molecular formula: C3H11NO3
Method: DFT, the ωB97M-V functional and the def2-TZVPD basis

Computed properties:
SMILES: NC(CO)CO.O
Molar mass in g/mol: 109.1
HOMO energy in eV: -9.76
Orbital gap in eV: 10.38
Net charge: 0
Multiplicity: 1

Element x y z (Å)
C1 -1.698 0.334 -0.769
O1 -2.651 -0.586 -0.189
C2 -0.324 -0.290 -0.488
C3 0.883 0.563 -0.919
O2 2.179 -0.084 -0.913
N1 -0.189 -0.558 0.978
H1 -1.807 0.483 -1.901
H2 -1.873 1.377 -0.344
H3 -2.946 -1.249 -0.830
H4 -0.247 -1.199 -1.005
H5 0.922 1.420 -0.316
H6 0.696 0.947 -1.950
H7 2.341 -0.415 -0.009
H8 -1.134 -0.453 1.295
H9 0.037 -1.583 1.068
H10 2.371 0.680 2.697
H11 1.227 0.433 1.700
O3 2.214 0.180 1.895

---

Model B:
Molecular formula: C3H11NO3
Method: DFT, the ωB97M-V functional and the def2-TZVPD basis

Computed properties:
SMILES: C=CN=C.O.O.O
Molar mass in g/mol: 109.1
HOMO energy in eV: -9.43
Orbital gap in eV: 10.19
Net charge: 0
Multiplicity: 1

Element x y z (Å)
C1 1.656 0.938 0.920
C2 0.752 1.852 0.601
C3 1.570 -0.565 -0.813
N1 1.583 -0.407 0.437
H1 2.448 1.112 1.643
H2 -0.109 1.641 -0.002
H3 0.808 2.842 1.020
H4 1.411 -1.522 -1.307
H5 1.563 0.320 -1.506
H6 0.273 -1.385 1.395
H7 -0.615 -1.813 2.503
O1 -0.611 -1.808 1.534
H8 -1.470 0.033 -1.626
H9 -1.505 -0.061 -3.148
O2 -0.896 0.096 -2.418
H10 -3.035 -0.369 0.057
H11 -1.714 -0.807 0.634
O3 -2.108 -0.098 0.074

---

Which structure is the most stable? The one labeled model A.

---

Model A:
Molecular formula: C3H11NO3
Method: DFT, the ωB97M-V functional and the def2-TZVPD basis

Computed properties:
SMILES: CNCC=O.O.O
Molar mass in g/mol: 109.1
HOMO energy in eV: -8.38
Orbital gap in eV: 9.21
Net charge: 0
Multiplicity: 1

Element x y z (Å)
C1 0.983 -3.040 -1.017
N1 0.867 -1.613 -1.065
C2 -0.401 -1.034 -1.473
C3 -0.449 0.438 -1.096
O1 -0.236 0.861 0.005
H1 0.448 -3.497 -0.183
H2 0.704 -3.465 -1.987
H3 2.042 -3.303 -0.940
H4 1.595 -0.961 -0.886
H5 -1.252 -1.505 -0.974
H6 -0.524 -1.110 -2.564
H7 -0.744 1.142 -1.859
H8 -0.064 -0.332 4.432
H9 0.275 1.073 4.710
O2 0.651 0.299 4.270
H10 -0.631 4.301 -0.596
H11 -1.412 3.406 0.288
O3 -1.350 3.653 -0.646

---

Model B:
Molecular formula: C3H11NO3
Method: DFT, the ωB97M-V functional and the def2-TZVPD basis

Computed properties:
SMILES: CCNC=O.O.O
Molar mass in g/mol: 109.1
HOMO energy in eV: -10.11
Orbital gap in eV: 10.84
Net charge: 0
Multiplicity: 1

Element x y z (Å)
C1 0.522 -1.139 -1.360
N1 -0.273 -0.283 -0.656
C2 -1.583 0.167 -1.137
C3 -1.947 1.524 -0.518
O1 1.730 -1.116 -1.331
H1 -0.057 -1.813 -2.007
H2 0.290 0.402 -0.169
H3 -1.544 0.285 -2.223
H4 -2.340 -0.582 -0.925
H5 -2.645 1.350 0.308
H6 -1.074 1.995 -0.078
H7 -2.440 2.191 -1.220
H8 3.038 -1.265 0.521
H9 2.868 -0.434 1.878
O2 3.126 -1.269 1.487
H10 1.150 -0.285 1.842
H11 0.278 -0.093 3.080
O3 0.901 0.366 2.508

---

Which structure is the most stable? The one labeled model B.